39
Properties=species:S:1:pos:R:3:mulliken_charge:R:1 method="wB97M-V/def2-TZVPD" total_energy_ev=-27025.0584 de_lowest_kj_mol=1629.5
O 1.78105 -1.33709 -1.98275 -0.705
H 1.90156 -0.98063 -2.86289 0.239
H 1.67189 -0.56702 -1.42481 0.832
O -1.89692 1.42983 0.55648 -0.602
H -2.56254 2.11348 0.63269 0.303
H -2.30676 0.65249 0.93594 0.331
O -2.04717 -1.42538 -0.52886 -0.585
H -1.98945 -0.85524 -1.29557 0.355
H -2.74347 -2.04620 -0.74333 0.334
O 2.01707 -2.01994 0.69558 -0.769
H 1.21524 -1.75926 0.24243 0.178
H 2.32461 -1.21862 1.11929 0.345
O -0.59297 0.08584 2.89506 -0.856
H 0.10604 -0.48406 2.57439 0.391
H -1.26208 0.05294 2.21136 0.439
O -0.22375 -2.46938 -1.08839 -0.878
H -0.72975 -1.88639 -0.52242 1.192
H 0.58109 -1.98534 -1.27331 0.256
O -1.67681 -0.74838 1.34964 -0.804
H -1.75226 -0.83993 0.39982 -0.077
H -2.58157 -0.70683 1.65935 0.429
O 1.26750 0.83777 -1.64785 -0.422
H 1.23573 0.83576 -2.60452 0.324
H 0.37005 1.03317 -1.37833 0.883
O 2.49463 1.27841 -0.03538 -0.879
H 2.00807 1.36112 -0.85553 0.538
H 3.10165 0.55430 -0.18843 0.332
O -1.35052 0.47009 -1.23143 -0.750
H -1.80045 1.00425 -0.57684 0.413
H -1.46668 0.94830 -2.05243 0.338
O 0.23117 2.31928 -0.05397 -0.801
H -0.68097 2.06921 0.09332 0.621
H 0.69540 2.00046 0.72003 0.694
O 1.33885 1.26705 1.83029 -0.782
H 1.19142 0.42717 2.26515 0.314
H 1.98367 1.07486 1.14947 0.390
O 0.34502 -0.39482 0.44284 -0.683
H 0.37782 0.37802 -0.12097 -0.814
H -0.57545 -0.46924 0.69472 -0.066

---

96
Properties=species:S:1:pos:R:3:mulliken_charge:R:1 method="wB97M-V/def2-TZVPD" total_energy_ev=-52852.9826 smiles="CCCCCCCCCCCCCCC[C@@H](C#N)[C@@](C#N)(CN)CCc1ccccc1.O=C1OCCO1.O=C1OCCO1"
C 8.61119 -3.73689 0.09142 -0.883
C 7.45726 -3.44165 -1.06956 -0.294
C 5.92902 -3.37437 -0.47998 -0.795
C 5.64760 -2.16469 0.59014 -0.137
C 6.60530 -0.84527 0.41801 -0.246
C 6.53779 -0.12220 -1.05181 -0.630
C 5.43210 1.08080 -1.18633 -0.621
C 5.45279 2.18468 0.02558 -0.721
C 4.12610 1.84700 0.97735 -0.366
C 2.73152 2.51427 0.37699 -0.302
C 1.94457 3.32929 1.59863 -0.621
C 0.33098 3.48360 1.35044 -0.437
C -0.61117 3.07267 2.62741 -0.750
C -0.51044 1.47242 3.05460 -0.260
C -1.56248 0.58816 2.10113 -0.434
C -1.58942 -0.96823 2.60873 0.380
C -3.07795 -1.30711 3.26959 -0.227
N -4.25348 -1.54209 3.81365 -0.617
C -1.07463 -2.07542 1.52033 1.134
C 0.59481 -1.97113 1.51096 -0.333
N 1.89912 -1.83381 1.39388 -0.573
C -1.44107 -3.61421 1.99108 -0.578
N -0.20870 -4.46724 1.63157 -0.581
C -1.54632 -1.82333 -0.02607 -0.833
C -3.15765 -1.94424 -0.29828 -0.217
C -3.70534 -0.84061 -1.42946 0.239
C -5.25461 -0.22266 -1.33889 -0.431
C -5.71904 0.88557 -2.46044 -0.373
C -4.76701 1.45044 -3.68552 -0.395
C -3.24961 0.82309 -3.79930 -0.169
C -2.79066 -0.28815 -2.68499 -0.286
H 9.31104 -2.77203 0.08776 0.210
H 8.11462 -3.77000 1.15091 0.235
H 9.27531 -4.67888 -0.16393 0.279
H 7.75435 -2.52983 -1.76510 0.160
H 7.49387 -4.39645 -1.78518 0.380
H 5.75952 -4.39254 0.11916 0.343
H 5.14443 -3.38641 -1.35183 0.286
H 5.73278 -2.57283 1.70851 0.304
H 4.52323 -1.83185 0.45225 -0.089
H 6.33733 -0.12021 1.32638 0.284
H 7.75071 -1.13072 0.59535 0.182
H 6.21857 -0.95669 -1.84282 0.244
H 7.63590 0.18009 -1.34169 0.261
H 5.70724 1.67249 -2.18589 0.319
H 4.34611 0.63365 -1.39427 0.267
H 6.42719 2.03600 0.68467 0.306
H 5.41526 3.30307 -0.32144 0.374
H 3.98402 0.66637 1.06694 -0.055
H 4.31011 2.30621 2.03786 0.379
H 2.94577 3.29382 -0.48214 0.283
H 1.98718 1.70175 -0.06967 0.171
H 2.47362 4.38832 1.65064 0.262
H 2.13012 2.72389 2.58279 0.330
H 0.07729 4.61020 1.05145 0.356
H -0.01271 2.83635 0.41821 0.106
H -0.35586 3.80551 3.51179 0.290
H -1.73764 3.26135 2.28429 0.313
H 0.57515 1.12293 2.75978 0.102
H -0.69399 1.31349 4.19856 0.327
H -1.19528 0.75458 1.00344 -0.131
H -2.62664 1.07193 2.28604 0.376
H -0.83147 -1.02936 3.52932 0.555
H -1.57778 -3.66221 3.15226 0.414
H -2.34421 -4.04704 1.38501 0.194
H -0.15964 -4.60430 0.59732 0.205
H -0.31774 -5.41273 2.06013 0.274
H -1.03655 -2.68743 -0.67365 0.359
H -1.12762 -0.81391 -0.50589 0.264
H -3.83052 -1.93155 0.65833 0.146
H -3.34476 -3.00539 -0.81234 0.335
H -5.99202 -0.59140 -0.48534 0.261
H -6.80310 1.33010 -2.38577 0.270
H -5.12279 2.25237 -4.47273 0.215
H -2.47962 1.14513 -4.63138 0.269
H -1.69119 -0.73464 -2.77156 0.179
C -7.77136 -1.33394 3.20538 -0.198
C -7.76139 -2.75598 3.66442 -0.254
O -8.93688 -3.29237 3.08768 -0.327
C -9.23746 -2.51675 2.00522 0.645
O -10.08991 -2.79075 1.17700 -0.553
O -8.45931 -1.39571 1.97012 -0.321
H -6.76314 -0.93363 3.06800 0.197
H -8.32501 -0.67863 3.88591 0.251
H -6.89662 -3.31135 3.28624 0.226
H -7.78997 -2.84168 4.75415 0.321
C -2.19733 5.82449 -5.93615 -0.364
C -3.30343 4.81973 -5.93664 -0.341
O -2.80718 3.78904 -5.10386 -0.206
C -1.87289 4.35537 -4.28530 0.574
O -1.36490 3.79473 -3.32859 -0.504
O -1.58229 5.63056 -4.67636 -0.320
H -2.56569 6.84937 -6.03403 0.298
H -1.45948 5.63466 -6.72267 0.258
H -4.22675 5.21413 -5.49934 0.272
H -3.51915 4.43884 -6.93866 0.308

---

9
Properties=species:S:1:pos:R:3:mulliken_charge:R:1 method="wB97M-V/def2-TZVPD" total_energy_ev=-31390.6879 de_lowest_kj_mol=264.0 smiles="FC(F)(F)P.O=S"
C 1.29581 -0.23232 -0.19582 0.661
O -3.29068 -0.28449 1.42713 -0.280
F 0.53522 -1.33447 -0.11151 -0.218
F 2.22591 -0.46983 0.74465 -0.245
F 1.84353 -0.23912 -1.33067 -0.196
P 0.20334 1.25071 0.16397 -0.111
S -3.01823 -1.50995 0.65509 0.272
H 0.86068 2.21742 -0.58013 0.072
H -0.65559 0.60205 -0.77270 0.045

---

31
Properties=species:S:1:pos:R:3:mulliken_charge:R:1 method="wB97M-V/def2-TZVPD" total_energy_ev=-101262.6943
C -1.82608 -0.17920 -2.71605 -1.443
C -2.10592 1.30059 -2.62432 0.326
Br -3.89771 1.57607 -1.86607 -0.104
C -1.11776 2.12315 -1.77986 -1.342
N -0.70786 1.51216 -0.51376 0.894
N -1.51919 1.83251 0.51457 -0.945
C -1.22482 1.34167 1.68055 -0.375
C -0.10773 0.52893 2.00531 0.458
S 0.19678 -0.01405 3.56686 -0.167
C 0.71759 0.21768 0.91630 -0.547
C 0.36090 0.71765 -0.31996 0.962
C 1.25425 0.32539 -1.48654 -1.336
C 1.23961 -1.14742 -1.82240 0.518
O 2.02318 -1.63254 -2.53970 -0.474
F 0.29382 -1.86563 -1.23571 -0.200
H -1.83318 -0.67679 -1.75360 0.345
H -2.62226 -0.62682 -3.30550 0.524
H -0.91187 -0.33518 -3.28876 0.269
H -2.13653 1.74294 -3.61308 0.395
H -1.64059 3.02871 -1.49463 0.471
H -0.25519 2.45825 -2.34671 0.501
H -1.90786 1.59170 2.48247 0.437
H 1.57424 -0.16657 3.61817 0.218
H 1.58638 -0.40673 1.04937 0.527
H 1.12482 0.93680 -2.36920 0.292
H 2.27105 0.50009 -1.14004 0.561
C 2.25368 -2.91811 4.09879 -0.384
O 2.70563 -1.85711 4.78156 -0.757
H 1.95175 -3.81581 4.68927 0.221
H 1.31442 -2.73360 3.47591 -0.017
H 2.94646 -3.35873 3.33679 0.173

---

18
Properties=species:S:1:pos:R:3:mulliken_charge:R:1 method="wB97M-V/def2-TZVPD" total_energy_ev=-19716.9795 de_lowest_kj_mol=440.5 charge=-1
C 0.09069 -0.85781 0.74740 -0.484
C -0.86355 0.27972 0.65681 -0.343
C 0.97099 -0.43397 -0.39604 -0.798
C -2.57132 -0.97302 -0.48510 -1.018
C 2.99694 1.45971 -0.10117 -0.909
N -2.01371 0.26968 0.03737 0.555
O -2.73652 1.33257 -0.15482 -0.816
S 2.67561 -0.38081 -0.11549 -0.239
H 0.63904 -0.81369 1.69300 0.336
H -0.38263 -1.84454 0.66771 0.262
H -0.51952 1.25198 0.97394 0.441
H 0.71647 -0.85746 -1.36198 0.295
H -3.43067 -0.70824 -1.10013 0.300
H -1.83390 -1.49496 -1.09118 0.313
H -2.89739 -1.62462 0.33183 0.303
H 4.07083 1.62538 -0.05618 0.297
H 2.50523 1.89139 0.76751 0.199
H 2.58341 1.87867 -1.01346 0.306

---

14
Properties=species:S:1:pos:R:3:mulliken_charge:R:1 method="wB97M-V/def2-TZVPD" total_energy_ev=-8370.3694 de_lowest_kj_mol=281.0 smiles="O=C1C[C@H]1O.C"
C 1.68324 0.00982 -1.51186 -0.842
C -0.18462 -0.60139 1.24689 0.502
O 0.66891 -1.43422 1.38044 -0.507
C -0.65782 0.76513 1.52645 -0.599
C -1.49655 -0.21406 0.66791 -0.065
O -1.62985 0.12225 -0.68088 -0.538
H 2.39428 0.82645 -1.33854 0.254
H 0.66080 0.39165 -1.40735 0.116
H 1.82806 -0.38378 -2.52407 0.297
H 1.85292 -0.78945 -0.78160 0.188
H -1.02147 1.04922 2.51271 0.266
H -0.16753 1.56467 0.96863 0.257
H -2.39366 -0.62242 1.14606 0.341
H -1.53671 -0.68387 -1.20479 0.330

---

68
Properties=species:S:1:pos:R:3:mulliken_charge:R:1 method="wB97M-V/def2-TZVPD" total_energy_ev=-42213.3942 de_lowest_kj_mol=9.2 smiles="CCOc1cc2[nH]c(=O)n(C[C@H]3CC[C@H](C(=O)NCCCOC)CC3)c(=O)c2cc1OCC"
C 3.58760 -2.17733 5.62948 -1.474
C 2.85874 -1.37047 4.56677 -0.319
O 3.51045 -1.60449 3.33338 -0.440
C 3.05898 -0.98710 2.22272 1.290
C 1.97133 -0.13618 2.17521 -0.667
C 1.58999 0.45070 0.96795 -0.514
C 2.29619 0.16991 -0.19773 -0.641
C 3.40025 -0.69158 -0.15033 -0.381
C 3.79555 -1.26761 1.03433 0.892
O 4.85765 -2.09562 1.20952 -0.520
C 5.60640 -2.51122 0.08417 -0.431
C 4.89960 -3.59105 -0.73006 -1.087
H 4.66330 -4.43775 -0.09043 0.321
H 5.54948 -3.92544 -1.53386 0.374
H 3.97511 -3.21375 -1.15924 0.341
H 6.52831 -2.91457 0.51226 0.366
H 5.86374 -1.65258 -0.54770 0.357
H 3.91175 -0.87074 -1.08171 0.643
C 1.85346 0.71977 -1.47380 0.971
O 2.37464 0.45952 -2.54140 -0.719
N 0.75009 1.56409 -1.40046 0.317
C 0.08191 1.90535 -0.24042 0.154
O -0.85616 2.67527 -0.22999 -0.713
N 0.52521 1.31397 0.90774 -0.004
H -0.06755 1.43249 1.72759 0.106
C 0.15538 2.03242 -2.64619 -2.239
H 0.84492 1.74492 -3.44225 0.513
H 0.06720 3.12029 -2.60599 0.307
C -1.22631 1.40517 -2.87283 1.672
C -1.19975 -0.09804 -2.57043 -0.460
C -2.40368 -0.80808 -3.20371 -1.885
H -2.69892 -1.67763 -2.61088 0.502
H -2.12111 -1.18758 -4.18796 0.476
C -3.57987 0.14392 -3.42011 0.846
C -4.16855 0.80808 -2.17059 -0.123
O -4.88118 1.78730 -2.25963 -0.706
N -3.93340 0.20350 -0.98263 -0.059
H -3.31727 -0.58761 -0.92881 0.301
C -4.48106 0.72345 0.24863 -1.314
C -3.43473 1.34073 1.18106 0.065
C -2.62871 0.27956 1.93399 -0.771
O -1.60076 0.79882 2.75828 -0.261
C -2.04747 1.57782 3.84522 -0.869
H -2.41790 2.55405 3.52017 0.311
H -2.83520 1.05862 4.40147 0.365
H -1.18492 1.72227 4.49469 0.254
H -3.30658 -0.33634 2.54616 0.402
H -2.10424 -0.37457 1.23154 0.278
H -3.96106 1.96773 1.90215 0.467
H -2.75680 1.97596 0.60743 0.134
H -5.19160 1.49693 -0.05284 0.425
H -5.02228 -0.07550 0.76951 0.417
C -3.18102 1.23144 -4.43444 -1.059
C -1.70035 1.61261 -4.30816 -1.260
H -1.56371 2.65377 -4.60217 0.369
H -1.08841 0.99845 -4.97272 0.355
H -3.81005 2.10261 -4.24576 0.455
H -3.38364 0.88691 -5.44947 0.392
H -4.42001 -0.42492 -3.83890 0.589
H -0.27679 -0.52848 -2.96654 0.578
H -1.18659 -0.25024 -1.48764 -0.121
H -1.93387 1.89910 -2.20168 0.165
H 1.39262 0.08766 3.05638 0.454
H 1.80749 -1.68435 4.50348 0.351
H 2.89162 -0.29980 4.81196 0.373
H 3.55399 -3.23382 5.37942 0.337
H 4.62763 -1.86801 5.67867 0.334
H 3.12092 -2.02274 6.59811 0.420

---

55
Properties=species:S:1:pos:R:3:mulliken_charge:R:1 method="wB97M-V/def2-TZVPD" total_energy_ev=-32855.7866 de_lowest_kj_mol=112.0 smiles="C[C@@H](c1ccccc1)N1C[C@@H](C(=O)N2CCN(c3ccccc3)CC2)CC1=O"
C 3.04844 -2.76905 -0.99525 -1.703
H 3.60207 -2.66829 -1.92534 0.432
H 2.62124 -3.76777 -0.93955 0.400
H 3.73621 -2.62700 -0.16845 0.382
C 1.92053 -1.74119 -0.93685 -0.291
N 2.39394 -0.37682 -1.11124 0.197
C 3.56919 0.15819 -0.69941 0.454
O 4.55553 -0.43640 -0.33403 -0.664
C 3.45061 1.67429 -0.82140 -0.960
H 3.97747 2.00596 -1.71698 0.374
H 3.90415 2.14234 0.05105 0.324
C 1.94965 1.93346 -0.90939 -0.129
C 1.35185 2.08926 0.48975 0.375
O 1.97675 1.80992 1.49242 -0.650
N 0.06165 2.49931 0.54629 0.220
C -0.72971 2.98669 -0.56574 -0.250
H -0.54796 4.05957 -0.72156 0.251
C -2.21846 2.74497 -0.25341 -1.551
N -2.41281 1.48529 0.41118 0.110
C -2.64647 0.31822 -0.29624 0.812
C -2.49773 0.22822 -1.68304 -0.308
C -2.79372 -0.94500 -2.35147 -0.813
C -3.24828 -2.05592 -1.66458 -0.594
C -3.40892 -1.97575 -0.29134 -0.679
C -3.11035 -0.81186 0.38628 -0.144
H -3.25974 -0.76332 1.45351 0.455
H -3.78386 -2.82786 0.25657 0.409
H -3.48089 -2.96840 -2.19193 0.418
H -2.66226 -0.98818 -3.42340 0.398
H -2.14564 1.07159 -2.25756 0.297
C -1.78640 1.42631 1.72106 -0.067
H -1.38253 0.42243 1.87695 -0.121
C -0.64057 2.44935 1.81173 -1.259
H -1.01777 3.44604 2.06134 0.384
H 0.07689 2.14448 2.57431 0.451
H -2.52081 1.63608 2.51065 0.279
H -2.80901 2.77717 -1.16894 0.512
H -2.59494 3.53224 0.40804 0.405
H -0.46167 2.45368 -1.47786 0.392
H 1.71696 2.79955 -1.52947 0.797
C 1.41526 0.61439 -1.49908 -0.075
H 1.34923 0.66650 -2.59559 0.159
H 0.43198 0.33855 -1.10380 -0.178
C 1.15510 -1.86972 0.36576 0.277
C -0.03341 -2.58516 0.41368 -0.217
C -0.71912 -2.72567 1.60739 -0.617
C -0.23680 -2.12936 2.75962 -0.584
C 0.94617 -1.41062 2.71720 -0.765
C 1.64556 -1.29187 1.53003 0.004
H 2.57012 -0.73702 1.51140 0.443
H 1.33119 -0.94210 3.61041 0.431
H -0.77927 -2.22897 3.68896 0.406
H -1.63349 -3.29859 1.63595 0.449
H -0.42595 -3.03627 -0.48711 0.428
H 1.23083 -1.93589 -1.77154 0.494